{"formula": "C2H2F5P", "method": "ωB97M-V/def2-TZVPD", "e_lumo_ev": [0.3, -4.4], "e_above_lowest_ev": 0.000, "multiplicity": 3, "elements": ["C", "C", "F", "F", "F", "F", "F", "P", "H", "H"], "coordinates": [[1.148, 0.503, -0.264], [-0.188, -0.211, -0.318], [2.102, 0.053, -1.068], [1.670, 0.491, 0.979], [1.087, 1.856, -0.524], [0.119, -1.535, 0.528], [-0.318, -0.721, -1.604], [-1.863, 0.350, 0.280], [-1.581, 0.291, 1.792], [-2.176, -1.077, 0.200]], "nbo_charge": [0.90, 0.24, -0.29, -0.31, -0.33, -0.40, -0.32, 0.50, 0.02, -0.01]}



{"formula": "C11H14N2O3S", "method": "ωB97M-V/def2-TZVPD", "smiles": "COc1ccccc1NC(=O)CSCC(N)=O", "e_lumo_ev": 0.5, "e_above_lowest_ev": 0.000, "elements": ["C", "H", "O", "C", "C", "C", "C", "C", "C", "N", "C", "O", "C", "H", "H", "S", "C", "C", "O", "N", "H", "H", "H", "H", "H", "H", "H", "H", "H", "H", "H"], "coordinates": [[-3.938, -2.571, 0.017], [-4.727, -2.339, 0.740], [-2.824, -1.728, 0.183], [-2.996, -0.377, 0.008], [-4.194, 0.236, -0.315], [-4.252, 1.615, -0.464], [-3.118, 2.384, -0.292], [-1.912, 1.783, 0.030], [-1.838, 0.408, 0.180], [-0.664, -0.279, 0.508], [0.581, 0.212, 0.718], [0.897, 1.380, 0.643], [1.596, -0.882, 1.008], [2.447, -0.476, 1.549], [1.162, -1.720, 1.551], [2.210, -1.515, -0.605], [3.938, -0.945, -0.559], [4.070, 0.524, -0.171], [4.814, 0.869, 0.718], [3.343, 1.370, -0.925], [3.256, 2.323, -0.611], [2.607, 1.015, -1.513], [4.322, -1.106, -1.567], [4.497, -1.559, 0.147], [-0.798, -1.281, 0.554], [-1.022, 2.374, 0.169], [-3.166, 3.455, -0.406], [-5.194, 2.078, -0.715], [-5.090, -0.347, -0.452], [-4.341, -2.506, -0.998], [-3.572, -3.581, 0.195]], "nbo_charge": [-0.25, 0.18, -0.52, 0.26, -0.29, -0.21, -0.22, -0.25, 0.17, -0.62, 0.67, -0.62, -0.62, 0.26, 0.23, 0.19, -0.62, 0.65, -0.61, -0.81, 0.41, 0.40, 0.25, 0.24, 0.42, 0.26, 0.22, 0.21, 0.22, 0.18, 0.20]}



{"formula": "C15H24GaO6S", "method": "ωB97M-V/def2-TZVPD", "e_lumo_ev": 2.2, "charge": -1, "elements": ["O", "C", "O", "Ga", "S", "C", "C", "C", "C", "C", "C", "H", "H", "H", "H", "H", "H", "H", "H", "O", "C", "O", "C", "C", "C", "H", "H", "H", "H", "H", "H", "H", "H", "O", "C", "O", "C", "C", "C", "H", "H", "H", "H", "H", "H", "H", "H"], "coordinates": [[-1.520, 2.628, 3.028], [-1.840, 2.822, 1.864], [-2.999, 3.198, 1.405], [-4.185, 4.400, 2.380], [-6.247, 3.341, 2.268], [-0.842, 2.550, 0.774], [-1.183, 1.750, -0.313], [-0.233, 1.444, -1.281], [1.047, 1.980, -1.202], [1.386, 2.798, -0.132], [0.454, 3.058, 0.864], [-3.754, 4.615, 3.879], [-4.220, 5.726, 1.496], [-6.128, 2.895, 1.018], [-2.186, 1.351, -0.376], [-0.497, 0.778, -2.091], [1.780, 1.759, -1.965], [2.383, 3.215, -0.067], [0.721, 3.656, 1.724], [1.813, -3.530, 1.892], [0.870, -2.786, 1.787], [0.874, -1.637, 2.476], [-0.104, -0.605, 2.225], [-1.389, -0.819, 2.996], [-0.339, -3.145, 0.952], [-0.266, -0.500, 1.152], [0.367, 0.315, 2.564], [-1.911, -1.729, 2.701], [-2.051, 0.033, 2.840], [-1.173, -0.884, 4.062], [-1.068, -3.628, 1.603], [-0.030, -3.861, 0.197], [-0.818, -2.304, 0.461], [-0.208, -2.396, -1.968], [0.959, -2.303, -2.231], [1.377, -1.204, -2.896], [2.761, -0.896, -3.081], [3.337, -1.549, -4.321], [1.954, -3.395, -1.907], [3.332, -1.144, -2.186], [2.780, 0.187, -3.182], [3.328, -2.636, -4.246], [4.367, -1.226, -4.470], [2.754, -1.264, -5.197], [2.024, -4.059, -2.769], [1.571, -3.963, -1.065], [2.949, -3.035, -1.663]], "nbo_charge": [-0.65, 0.76, -0.81, 0.99, -0.67, -0.03, -0.23, -0.21, -0.23, -0.22, -0.22, -0.32, -0.34, 0.13, 0.23, 0.22, 0.19, 0.20, 0.22, -0.61, 0.80, -0.50, -0.08, -0.64, -0.74, 0.19, 0.22, 0.19, 0.25, 0.21, 0.24, 0.23, 0.24, -0.58, 0.80, -0.51, -0.07, -0.64, -0.74, 0.18, 0.20, 0.21, 0.22, 0.22, 0.24, 0.25, 0.23]}



{"formula": "C7H12BrN4O2", "method": "ωB97M-V/def2-TZVPD", "e_lumo_ev": -5.3, "e_above_lowest_ev": 4.367, "charge": 1, "elements": ["O", "C", "N", "C", "N", "C", "N", "N", "C", "C", "C", "Br", "H", "H", "H", "H", "H", "H", "H", "H", "C", "O", "H", "H", "H", "H"], "coordinates": [[-2.847, 4.267, -1.897], [-2.549, 3.423, -2.787], [-1.854, 2.451, -3.396], [-2.061, 1.159, -2.721], [-2.550, -0.038, -3.440], [-2.576, -1.110, -2.426], [-2.143, -0.615, -1.134], [-1.852, 0.719, -1.357], [-1.365, 1.648, -0.283], [-0.555, 0.932, 0.912], [0.894, 0.344, 0.498], [1.041, -1.450, 1.426], [-2.815, -0.140, -4.437], [-2.923, -2.192, -2.612], [-0.776, 2.518, -0.781], [-2.321, 2.141, 0.172], [-0.363, 1.754, 1.716], [-1.194, 0.122, 1.421], [1.080, 0.268, -0.634], [1.697, 1.009, 1.015], [4.689, -2.886, 3.580], [3.389, -3.377, 3.294], [5.280, -3.690, 4.022], [5.167, -2.551, 2.656], [4.621, -2.057, 4.288], [2.887, -2.647, 2.905]], "nbo_charge": [-0.38, 0.92, -0.55, 0.56, -0.52, 0.19, -0.17, -0.16, -0.25, -0.45, -0.44, 0.00, 0.48, 0.29, 0.25, 0.25, 0.26, 0.26, 0.23, 0.25, -0.25, -0.72, 0.19, 0.16, 0.16, 0.46]}



{"formula": "C31H26BCrN10O2", "method": "ωB97M-V/def2-TZVPD", "e_lumo_ev": [-3.9, -4.0], "e_above_lowest_ev": 2.072, "charge": 1, "multiplicity": 5, "elements": ["Cr", "C", "C", "N", "C", "C", "N", "C", "C", "C", "C", "C", "N", "C", "C", "N", "C", "C", "N", "C", "C", "C", "N", "C", "C", "H", "H", "H", "H", "H", "H", "H", "H", "H", "H", "H", "H", "O", "B", "O", "C", "C", "C", "C", "C", "C", "H", "H", "H", "H", "N", "C", "C", "C", "N", "H", "H", "H", "H", "C", "N", "C", "C", "N", "C", "H", "H", "H", "H", "H", "H"], "coordinates": [[-0.618, 0.115, 0.033], [-1.661, 0.407, 4.184], [-1.794, 0.387, 2.799], [-0.711, 0.286, 2.015], [0.557, 0.412, 2.679], [0.574, 0.362, 4.046], [-0.449, 0.402, 4.820], [1.693, 0.256, 1.864], [3.072, 0.412, 2.238], [4.032, 0.090, 1.230], [3.644, -0.295, -0.094], [2.292, -0.158, -0.433], [1.389, -0.026, 0.544], [1.789, -0.344, -1.811], [2.478, -0.795, -2.940], [1.890, -1.002, -4.120], [0.645, -0.466, -4.260], [-0.109, -0.147, -3.119], [0.416, -0.064, -1.880], [5.466, 0.069, 1.497], [5.889, 0.939, 2.469], [7.156, 0.914, 2.941], [8.064, 0.063, 2.490], [7.728, -0.744, 1.495], [6.430, -0.828, 0.999], [-2.559, 0.435, 4.831], [-2.786, 0.368, 2.276], [1.446, 0.294, 4.709], [3.282, 0.631, 3.253], [4.440, -0.439, -0.831], [3.492, -1.137, -2.881], [0.049, -0.606, -5.207], [-1.193, 0.063, -3.217], [5.203, 1.703, 2.765], [7.426, 1.553, 3.762], [8.555, -1.276, 1.055], [6.176, -1.463, 0.131], [-3.067, 1.730, -1.449], [-2.608, 0.545, -0.907], [-3.722, -0.364, -0.795], [-4.810, 0.264, -1.333], [-6.064, -0.238, -1.542], [-6.837, 0.598, -2.308], [-6.466, 1.857, -2.690], [-5.196, 2.400, -2.438], [-4.419, 1.530, -1.743], [-6.362, -1.188, -1.140], [-7.821, 0.281, -2.492], [-7.094, 2.450, -3.267], [-4.986, 3.411, -2.856], [0.387, 2.823, -0.835], [0.026, 4.112, -0.879], [-0.853, 4.390, 0.125], [-0.988, 3.136, 0.789], [-0.257, 2.203, 0.168], [0.970, 2.263, -1.410], [0.369, 4.768, -1.673], [-1.449, 5.270, 0.098], [-1.675, 2.848, 1.575], [-2.734, -5.005, -0.925], [-1.906, -3.862, -0.435], [-0.830, -4.044, 0.439], [-0.298, -2.786, 0.625], [-1.062, -1.903, -0.076], [-1.977, -2.567, -0.758], [-2.214, -5.501, -1.665], [-3.696, -4.576, -1.236], [-2.821, -5.697, -0.041], [-0.630, -5.020, 0.836], [0.477, -2.351, 1.231], [-2.781, -2.150, -1.326]], "lowdin_spin": [2.97, 0.14, 0.06, 0.20, 0.10, 0.01, 0.09, 0.10, 0.02, 0.05, 0.06, 0.03, 0.11, 0.01, 0.00, 0.01, 0.00, 0.01, 0.00, 0.00, 0.01, 0.00, 0.01, 0.00, 0.01, 0.01, 0.00, 0.00, 0.00, 0.00, 0.00, 0.00, 0.00, 0.00, 0.00, 0.00, 0.00, -0.01, -0.04, 0.00, 0.00, 0.00, 0.00, 0.00, 0.00, 0.00, 0.00, 0.00, 0.00, 0.00, 0.00, 0.01, 0.00, 0.01, 0.00, 0.00, 0.00, 0.00, 0.00, 0.00, 0.01, 0.00, 0.01, 0.00, 0.01, 0.00, 0.00, 0.00, 0.00, 0.00, 0.00]}